Molecular formula: C73H78AsN11O8PSTl
Method: DFT, ωB97M-V/def2-TZVPD

Last column: Mulliken charge in e.
CARTESIAN COORDINATES (ANGSTROEM)
Tl -0.279 0.830 0.601  3.5543
C 4.761 4.743 -7.077  -0.8802
O 3.908 3.624 -6.958  -0.4669
C 3.209 3.486 -5.799  0.6754
C 2.525 2.283 -5.636  -0.8720
C 1.840 2.024 -4.468  0.2351
C 1.809 2.957 -3.426  -0.2145
C 2.436 4.181 -3.631  -0.5999
C 3.142 4.445 -4.797  -0.8463
C 1.097 2.635 -2.167  1.3424
C 1.732 2.801 -0.928  0.2822
C 3.055 3.334 -0.734  -1.1022
C 3.211 3.528 0.599  -1.6037
C 1.995 3.086 1.236  0.4189
N 1.135 2.616 0.291  -0.5284
C 1.745 3.150 2.614  0.6905
C 0.597 2.659 3.249  0.4083
C 0.310 2.868 4.650  -1.5134
C -0.877 2.276 4.904  -1.9807
C -1.342 1.724 3.653  0.3512
C -2.614 1.178 3.479  1.2419
C -3.504 1.097 4.671  -0.9878
C -3.306 0.161 5.683  0.0696
C -4.171 0.077 6.757  -0.9330
C -5.258 0.942 6.851  0.8239
O -6.064 0.775 7.933  -0.4655
C -7.209 1.596 8.034  -0.8730
C -5.454 1.900 5.864  -0.6635
C -4.579 1.971 4.789  -0.6126
C -3.184 0.883 2.238  0.3315
N -2.599 1.065 1.021  -0.2387
C -3.568 0.861 0.080  0.3596
C -3.429 1.061 -1.293  0.8613
C -4.574 0.710 -2.173  -0.1863
C -5.821 1.310 -2.064  -0.8676
C -6.901 0.887 -2.830  -0.7464
C -6.744 -0.167 -3.722  0.7366
O -7.743 -0.710 -4.466  -0.4570
C -9.024 -0.123 -4.379  -0.8851
C -5.480 -0.733 -3.892  -1.1812
C -4.416 -0.292 -3.134  0.5984
C -2.272 1.534 -1.923  0.4876
C -2.243 1.969 -3.294  -1.7819
C -0.986 2.408 -3.541  -1.7980
C -0.239 2.241 -2.320  0.0261
N -1.053 1.738 -1.354  -0.0879
C -4.793 0.464 0.728  -1.5213
C -4.557 0.473 2.061  -1.5268
N -0.430 1.969 2.676  0.0644
C 2.800 3.740 3.482  -0.0545
C 3.380 2.977 4.499  -0.1542
C 4.430 3.467 5.247  -1.2237
C 4.919 4.753 5.020  0.8489
O 5.977 5.131 5.786  -0.4569
C 6.519 6.417 5.577  -0.8683
C 4.310 5.548 4.058  -0.5998
C 3.264 5.036 3.300  -0.6723
H 5.251 4.642 -8.042  0.2561
H 5.515 4.758 -6.284  0.3607
H 4.200 5.682 -7.060  0.3240
H 2.581 1.548 -6.428  0.4304
H 1.352 1.070 -4.320  0.3683
H 2.364 4.950 -2.873  0.5493
H 3.637 5.400 -4.907  0.4387
H 3.768 3.535 -1.515  0.7650
H 4.067 3.932 1.111  0.6057
H 0.927 3.422 5.336  0.6302
H -1.421 2.243 5.834  0.5846
H -2.465 -0.517 5.611  0.8347
H -4.027 -0.654 7.542  0.4674
H -7.725 1.280 8.937  0.2479
H -7.871 1.466 7.174  0.3484
H -6.941 2.652 8.127  0.3379
H -6.277 2.598 5.917  0.4323
H -4.728 2.722 4.024  0.5523
H -5.947 2.138 -1.378  0.5332
H -7.854 1.383 -2.718  0.4168
H -9.671 -0.722 -5.015  0.2513
H -9.014 0.908 -4.744  0.3529
H -9.412 -0.142 -3.356  0.3374
H -5.367 -1.520 -4.627  0.5053
H -3.435 -0.725 -3.277  0.3887
H -3.094 1.985 -3.954  0.6409
H -0.607 2.838 -4.452  0.6327
H -5.712 0.216 0.227  0.6785
H -5.245 0.241 2.856  0.6057
H 3.018 1.977 4.687  0.7709
H 4.899 2.865 6.015  0.4561
H 7.342 6.508 6.282  0.2510
H 5.784 7.200 5.780  0.3329
H 6.903 6.534 4.559  0.3416
H 4.639 6.563 3.887  0.4135
H 2.791 5.665 2.556  0.4946
C -0.393 -1.243 -2.959  -0.2123
C -1.343 -1.697 -1.912  -0.0876
N -1.519 -1.203 -0.701  1.2720
C -2.586 -1.880 -0.154  -0.5618
C -3.047 -2.804 -1.028  -1.9000
N -2.261 -2.686 -2.157  0.9875
C -2.534 -3.373 -3.398  -1.5695
N -1.798 -4.589 -3.619  1.0010
N -2.095 -5.717 -2.935  -0.6018
N -1.385 -6.680 -3.366  -0.6668
C -0.577 -6.221 -4.380  0.0883
C 0.365 -6.870 -5.180  -0.7197
C 1.028 -6.109 -6.115  -0.5119
C 0.765 -4.736 -6.270  -0.8039
C -0.172 -4.082 -5.503  -0.7126
C -0.842 -4.854 -4.554  1.4409
H 0.347 -0.595 -2.504  -1.2604
H -0.926 -0.691 -3.742  0.4100
H 0.125 -2.091 -3.408  0.4184
H -2.959 -1.662 0.828  0.4310
H -3.864 -3.501 -0.977  0.5824
H -2.321 -2.708 -4.234  0.4008
H -3.595 -3.624 -3.394  0.4633
H 0.562 -7.926 -5.058  0.4540
H 1.777 -6.569 -6.745  0.3898
H 1.317 -4.179 -7.015  0.4202
H -0.366 -3.026 -5.630  0.4518
N 2.946 0.382 1.880  1.1957
C 3.834 -0.011 2.801  -0.3739
C 3.109 -0.511 3.860  -2.0028
C 1.771 -0.384 3.461  -0.6132
N 1.692 0.132 2.243  0.6888
H 3.150 0.611 0.920  -0.7508
H 4.893 0.104 2.655  0.5445
H 3.481 -0.909 4.788  0.5735
H 0.876 -0.613 4.009  0.3695
C 4.207 -1.257 -4.065  -1.4471
C 4.557 -0.525 -2.768  1.8770
C 5.212 0.823 -3.064  -1.5052
C 5.532 -1.377 -1.959  -1.6107
O 3.319 -0.223 -2.085  0.2447
P 2.707 -1.050 -0.847  -1.6271
O 3.687 -1.208 0.250  -0.8443
O 1.401 -0.328 -0.572  2.0035
O 2.409 -2.481 -1.547  0.1479
C 2.328 -3.696 -0.760  2.1083
C 3.720 -4.168 -0.343  -2.2620
C 1.450 -3.472 0.465  -1.1280
C 1.696 -4.715 -1.688  -1.7925
H 5.118 -1.592 -4.561  0.4455
H 3.661 -0.597 -4.737  0.1727
H 3.584 -2.121 -3.831  0.1424
H 6.124 0.681 -3.645  0.4791
H 5.460 1.320 -2.125  0.3357
H 4.528 1.454 -3.623  0.0635
H 6.463 -1.477 -2.517  0.5642
H 5.117 -2.366 -1.776  0.2274
H 5.731 -0.919 -0.993  0.2295
H 4.228 -3.360 0.180  0.2973
H 4.304 -4.453 -1.220  0.4169
H 3.635 -5.028 0.322  0.5225
H 1.930 -2.754 1.131  0.2876
H 1.286 -4.407 1.003  0.7719
H 0.487 -3.056 0.168  -0.4035
H 2.215 -4.712 -2.647  0.4729
H 0.653 -4.449 -1.850  0.0638
H 1.739 -5.717 -1.261  0.4648
C -0.348 -2.487 5.767  -1.1704
As -1.143 -3.081 4.086  0.9749
C -0.455 -4.882 3.867  -1.1702
C -3.051 -3.304 4.378  -0.9604
S -0.815 -1.943 2.392  -0.6997
H -0.736 -3.063 6.605  0.4536
H -0.552 -1.429 5.918  0.2803
H 0.731 -2.625 5.692  0.3733
H -0.699 -5.519 4.717  0.4505
H 0.626 -4.821 3.744  0.3570
H -0.882 -5.297 2.955  0.3303
H -3.286 -3.859 5.285  0.4224
H -3.436 -3.834 3.507  0.3560
H -3.512 -2.318 4.408  0.1545

Properties
Net charge: 0
Relative energy (zero: lowest compared OMol25 entry of this formula, charge and spin): 0.000 eV


Molecular formula: C73H90BFN3O4
Method: DFT, ωB97M-V/def2-TZVPD

Last column: Mulliken charge in e.
CARTESIAN COORDINATES (ANGSTROEM)
C 7.670 0.879 -0.838  -1.0176
C 6.808 0.192 -1.777  -0.6183
C 5.186 0.148 -1.646  2.0843
C 4.696 1.618 -2.081  -1.0468
C 4.721 2.698 -0.853  -0.0602
C 4.265 4.107 -1.516  -0.6820
C 2.879 4.580 -0.844  -0.1359
C 2.297 5.858 -1.666  -1.0206
C 4.787 -0.343 -0.137  -0.6954
O 5.768 -1.315 0.352  -0.3197
C 6.327 -0.906 1.626  -0.3422
C 5.354 -1.352 2.842  -0.5079
C 3.478 -1.312 -0.275  -0.3032
C 2.484 -1.669 0.931  -0.3439
C 1.053 -2.258 0.492  -0.4265
C -0.170 -1.796 1.430  0.0591
N -1.418 -2.340 0.777  -0.2805
C -2.598 -1.466 1.030  -1.4793
C -2.756 -0.252 -0.003  0.9746
C -3.423 -0.473 -1.407  -0.5128
C -3.627 0.677 -2.447  -0.7453
C -3.145 2.087 -2.007  -0.5150
C -2.458 2.370 -0.645  -0.6365
C -2.262 1.179 0.351  0.4940
O -1.625 1.530 1.594  -0.5158
N 3.522 -1.700 -1.551  0.4204
F 2.666 -2.550 -2.158  0.1181
C 4.621 -1.146 -2.401  -0.8006
N 5.631 -2.241 -2.510  -0.4496
B 4.023 -1.023 -3.929  0.4966
O 4.271 -2.133 -4.851  -0.5906
O 3.236 0.060 -4.450  -0.4522
C 1.895 0.102 -3.889  0.2760
C 0.875 -0.971 -4.497  -0.7879
H 8.358 0.367 -0.084  0.3017
H 7.672 2.026 -0.839  0.2804
H 7.345 -0.302 -2.673  0.2380
H 3.640 1.671 -2.507  -0.0276
H 5.485 2.012 -2.828  0.3724
H 3.851 2.385 -0.158  0.0738
H 5.728 2.743 -0.324  0.2219
H 5.071 4.922 -1.443  0.1152
H 4.034 3.973 -2.642  0.4063
H 2.077 3.755 -0.875  0.2856
H 3.049 4.829 0.258  0.2047
H 2.819 5.831 -2.693  0.2888
H 2.642 6.795 -1.105  0.2370
H 1.163 5.761 -1.740  0.3135
H 4.714 0.448 0.681  1.1918
H 6.612 0.207 1.675  0.3199
H 7.304 -1.498 1.778  0.3529
H 4.943 -2.401 2.599  -0.1571
H 4.498 -0.592 2.853  0.1521
H 5.912 -1.446 3.832  0.4277
H 2.322 -0.682 1.505  0.3923
H 2.968 -2.390 1.695  0.0626
H 1.136 -3.400 0.433  0.0370
H 0.824 -1.857 -0.570  0.2452
H -0.256 -0.656 1.542  -0.0642
H -0.112 -2.302 2.456  0.2255
H -1.242 -2.375 -0.239  0.2978
H -2.610 -1.107 2.126  0.4435
H -3.532 -2.136 0.896  0.3702
H -3.779 -1.521 -1.681  0.3266
H -4.130 0.432 -3.437  0.4525
H -3.291 2.971 -2.715  0.3999
H -2.120 3.437 -0.403  0.4158
H -1.733 0.766 2.214  0.2692
H 5.206 -3.174 -2.567  0.2608
H 6.321 -2.077 -3.251  0.2738
H 3.529 -2.758 -4.639  0.3523
H 1.475 1.152 -4.131  0.3495
H 1.961 0.054 -2.739  -0.0948
H -0.083 -0.908 -3.849  0.1862
H 0.559 -0.652 -5.548  0.3425
H 1.222 -2.058 -4.426  0.1248
C -7.371 -0.142 -2.919  -0.3296
C -7.026 0.745 -1.903  -0.0985
C -7.893 1.777 -1.556  -0.6745
C -9.109 1.917 -2.219  -0.5546
C -9.455 1.027 -3.232  -0.4547
C -8.584 0.001 -3.585  -0.5300
H -6.693 -0.945 -3.192  0.3894
H -6.082 0.632 -1.382  0.4449
H -7.621 2.472 -0.769  0.4172
H -9.786 2.718 -1.945  0.6061
H -10.404 1.135 -3.748  0.4476
H -8.852 -0.689 -4.379  0.3870
C -10.151 4.331 -4.863  -0.0285
C -11.532 4.255 -5.019  -0.3231
C -12.248 5.373 -5.435  -0.4281
C -11.582 6.565 -5.704  -0.4330
C -10.201 6.640 -5.551  -0.3100
C -9.486 5.524 -5.126  -0.6099
H -9.594 3.460 -4.535  0.3402
H -12.050 3.323 -4.816  0.3267
H -13.325 5.315 -5.551  0.3640
H -12.140 7.435 -6.033  0.3558
H -9.682 7.569 -5.762  0.3561
H -8.410 5.585 -5.002  0.3597
C 4.985 -6.384 3.252  -0.6163
C 5.219 -5.340 2.363  0.1078
C 6.513 -5.079 1.920  -0.4726
C 7.571 -5.868 2.359  -0.5096
C 7.336 -6.915 3.246  -0.5409
C 6.044 -7.170 3.696  -0.2131
H 3.977 -6.586 3.600  0.4508
H 4.392 -4.728 2.015  0.2564
H 6.696 -4.260 1.231  0.4459
H 8.578 -5.668 2.011  0.3863
H 8.161 -7.531 3.587  0.3775
H 5.862 -7.982 4.391  0.3342
C 0.593 -8.349 -0.967  -0.4686
C 1.432 -7.654 -0.103  -0.5314
C 1.837 -6.360 -0.415  -0.4020
C 1.394 -5.756 -1.589  -0.0119
C 0.552 -6.452 -2.452  -0.6781
C 0.155 -7.749 -2.143  -0.3850
H 0.281 -9.359 -0.725  0.3728
H 1.772 -8.121 0.816  0.4665
H 2.497 -5.821 0.257  0.4985
H 1.707 -4.745 -1.830  0.3904
H 0.205 -5.982 -3.367  0.3747
H -0.497 -8.291 -2.819  0.3727
C 2.869 -8.253 8.293  -0.4032
C 3.714 -9.084 7.565  -0.3868
C 3.502 -9.272 6.202  -0.4450
C 2.450 -8.620 5.566  -0.2867
C 1.607 -7.786 6.294  -0.4815
C 1.813 -7.606 7.658  -0.3602
H 3.032 -8.110 9.356  0.3654
H 4.538 -9.587 8.059  0.3659
H 4.157 -9.925 5.636  0.4156
H 2.287 -8.763 4.502  0.4827
H 0.787 -7.276 5.797  0.3688
H 1.152 -6.960 8.226  0.3686
C -12.185 0.319 0.071  -0.4100
C -10.828 0.179 0.347  0.0755
C -10.412 -0.198 1.620  -0.5332
C -11.353 -0.444 2.615  -0.3334
C -12.710 -0.307 2.338  -0.4515
C -13.126 0.078 1.068  -0.3907
H -12.509 0.616 -0.921  0.3879
H -10.096 0.364 -0.431  0.2289
H -9.353 -0.300 1.836  0.3669
H -11.028 -0.742 3.607  0.3602
H -13.443 -0.501 3.114  0.3511
H -14.183 0.190 0.854  0.3604
C 7.135 9.005 -1.135  -0.4972
C 7.832 9.499 -0.037  -0.4191
C 7.570 9.003 1.236  -0.3085
C 6.617 8.004 1.410  -0.5940
C 5.922 7.507 0.312  0.0047
C 6.177 8.010 -0.960  -0.2903
H 7.337 9.395 -2.127  0.3567
H 8.580 10.273 -0.174  0.3589
H 8.109 9.393 2.092  0.3617
H 6.416 7.613 2.402  0.3569
H 5.180 6.726 0.447  0.2908
H 5.631 7.626 -1.816  0.3780
C 0.577 5.697 4.041  -0.3546
C -0.568 6.129 4.703  -0.4155
C -1.792 5.517 4.450  -0.4960
C -1.869 4.466 3.541  -0.4844
C -0.724 4.030 2.881  0.0091
C 0.499 4.649 3.128  -0.5752
H 1.530 6.176 4.237  0.3786
H -0.507 6.944 5.417  0.3637
H -2.686 5.859 4.961  0.3621
H -2.823 3.985 3.347  0.3904
H -0.785 3.209 2.173  0.5222
H 1.391 4.314 2.610  0.3555

Properties
Net charge: +1


Gap between HOMO and LUMO readings, ordered: 5.60 6.23 eV